Record 1
{
  "formula": "C3H2LuO3",
  "method": "ωB97M-V/def2-TZVPD",
  "spin_multiplicity": 2,
  "fmax_ev_per_a": 5.0,
  "gap_ev": [6.92, 5.05],
  "homo_ev": [-7.231, -7.187],
  "lumo_energy_ev": [-0.31, -2.14],
  "symbols": ["C", "C", "O", "O", "H", "H", "Lu", "C", "O"],
  "coordinates": [[-1.2318, -0.1637, -0.3007], [-0.4285, 0.8933, 0.0398], [0.1999, 1.0447, 1.1986], [-1.4632, -0.5634, -1.5735], [-1.6772, -0.7657, 0.5102], [-0.2137, 1.6410, -0.7585], [0.5797, -1.0287, -1.9276], [1.9987, -0.1664, 1.8513], [2.2361, -0.8911, 0.9605]],
  "forces_ev_per_a": [[-1.294, -2.292, -0.504], [3.546, 2.047, 2.824], [-2.729, -0.139, -3.211], [1.346, 0.386, 0.797], [0.177, 0.229, -0.375], [-0.133, -0.257, 0.224], [-1.216, 0.269, 0.214], [1.152, -2.506, -2.598], [-0.849, 2.263, 2.629]],
  "lowdin_charge": [-0.38, -0.37, -0.20, -0.49, 0.13, 0.11, 1.31, 0.03, -0.13]
}

---

Record 2
{
  "formula": "C3H2MgO2",
  "method": "ωB97M-V/def2-TZVPD",
  "spin_multiplicity": 1,
  "fmax_ev_per_a": 1.3,
  "gap_ev": 6.85,
  "homo_ev": -8.133,
  "lumo_energy_ev": -1.28,
  "symbols": ["H", "O", "O", "C", "C", "C", "H", "Mg"],
  "coordinates": [[3.6741, -0.7576, 0.9388], [-0.5750, -0.7905, -0.0953], [-0.1324, 1.2240, -0.5489], [-1.7269, -0.0288, 0.1547], [-1.5374, 1.2620, -0.2048], [0.3800, 0.0360, -0.4068], [-2.6059, -0.6069, 0.4216], [2.5235, -0.3382, -0.2594]],
  "forces_ev_per_a": [[-0.011, 0.102, -0.500], [0.758, -0.594, 0.922], [0.606, 0.131, 0.186], [-0.526, 0.143, -0.905], [-0.492, 0.066, 0.410], [-0.110, 0.004, -0.699], [0.372, 0.235, -0.041], [-0.596, -0.088, 0.626]],
  "lowdin_charge": [-0.19, -0.05, -0.12, -0.17, -0.06, -0.37, 0.10, 0.87]
}

---

Record 3
{
  "formula": "C3H2N2O",
  "method": "ωB97M-V/def2-TZVPD",
  "spin_multiplicity": 1,
  "fmax_ev_per_a": 2.4,
  "gap_ev": [7.90, 7.34],
  "homo_ev": [-8.477, -8.287],
  "lumo_energy_ev": [-0.58, -0.95],
  "symbols": ["C", "C", "C", "N", "N", "O", "H", "H"],
  "coordinates": [[1.1702, 1.3030, 0.4352], [-1.1841, -1.1855, -0.8447], [0.0261, 0.5527, 0.5795], [2.1547, 1.8992, 0.3345], [-0.1651, -0.5708, -0.2091], [-1.8952, -2.1114, -0.7463], [-0.8040, 0.9044, 1.1666], [0.6973, -0.7916, -0.7157]],
  "forces_ev_per_a": [[0.651, 0.262, -0.152], [-1.208, 0.152, -0.976], [-1.814, -1.041, -0.240], [0.209, 0.148, -0.037], [2.203, 0.451, 0.846], [0.246, 0.133, 0.489], [-0.032, -0.036, 0.034], [-0.255, -0.068, 0.036]],
  "lowdin_charge": [-0.28, -0.19, -0.13, 0.14, 0.04, 0.15, 0.11, 0.16]
}

---

Record 4
{
  "formula": "C3H2N2O",
  "method": "ωB97M-V/def2-TZVPD",
  "spin_multiplicity": 1,
  "smiles": "N#CC(O)=C=N",
  "fmax_ev_per_a": 1.1,
  "gap_ev": 9.54,
  "homo_ev": -9.516,
  "lumo_energy_ev": 0.03,
  "symbols": ["N", "C", "C", "O", "C", "N", "H", "H"],
  "coordinates": [[-0.2583, 2.6057, -0.8016], [-0.2869, 1.5652, -0.2910], [-0.3222, 0.2405, 0.2483], [-1.4473, -0.1664, 0.9328], [0.6400, -0.5943, -0.1068], [1.5398, -1.3644, -0.4089], [-1.1756, -0.5376, 1.7822], [1.3541, -1.7978, -1.3168]],
  "forces_ev_per_a": [[-0.022, -0.970, 0.587], [-0.022, 0.972, -0.445], [0.303, -0.027, -0.235], [0.017, -0.091, 0.264], [0.135, -0.306, -0.267], [-0.514, 0.474, 0.125], [-0.114, 0.121, -0.066], [0.217, -0.173, 0.039]],
  "lowdin_charge": [0.16, -0.16, -0.34, 0.04, -0.08, 0.18, 0.11, 0.09]
}